Entry from the Open Molecules 2025 dataset: C25H30GeN5Ru as an isolated structure (ωB97M-V/def2-TZVPD).

Output
HOMO energy (alpha / beta): -4.434 / -5.256 eV
2S+1: 2
expectation value of S²: 0.76
Kohn-Sham gap (alpha / beta): 4.7 / 5.5 eV
relative energy (zero: lowest compared OMol25 entry of this formula, charge and spin): 1.828 eV
strongest force on any atom: 0.66 eV Å⁻¹

Each line ends with the natural charge from an NBO analysis.
Positions of all 62 atoms, in Å:
Ru (-0.61110, -0.10279, 1.42509)  0.111
C (-2.49920, 0.51258, 2.42155)  -0.308
C (-1.66992, 1.65371, 2.17376)  -0.326
C (-0.46002, 1.50695, 2.92408)  -0.320
C (-0.51047, 0.25309, 3.59342)  -0.306
C (-1.77594, -0.37098, 3.26294)  -0.314
H (-3.50963, 0.37087, 2.06996)  0.221
H (-1.96481, 2.54821, 1.64607)  0.215
H (0.31821, 2.25076, 3.01561)  0.214
H (0.23108, -0.14422, 4.26974)  0.212
H (-2.11647, -1.32833, 3.62689)  0.222
C (2.63709, -1.83819, 1.54393)  -0.247
N (2.73247, -0.42925, 1.32922)  -0.615
C (3.24386, 0.12670, 0.10647)  -0.252
C (2.49136, 1.38651, -0.20259)  0.412
N (1.20686, 1.45192, -0.47934)  -0.245
C (0.83931, 2.80264, -0.46616)  0.095
C (-0.40631, 3.40076, -0.59898)  -0.184
C (-0.44781, 4.77608, -0.52343)  -0.216
C (0.71747, 5.53559, -0.30996)  -0.194
C (1.94912, 4.94058, -0.14656)  -0.255
C (1.98512, 3.55003, -0.21649)  0.181
N (3.00698, 2.63465, -0.04263)  -0.529
C (1.39711, -2.49136, 0.99915)  0.385
N (0.17111, -2.04526, 1.10094)  -0.426
C (-0.63589, -3.06322, 0.57411)  0.163
C (-2.02052, -3.11558, 0.43732)  -0.219
C (-2.55951, -4.24850, -0.13716)  -0.220
C (-1.74558, -5.30944, -0.56998)  -0.209
C (-0.37330, -5.27097, -0.43141)  -0.245
C (0.16075, -4.12676, 0.15550)  0.090
N (1.45314, -3.73709, 0.43652)  -0.538
H (2.62646, -2.00296, 2.62386)  0.237
H (3.51087, -2.38577, 1.15953)  0.175
H (2.79910, 0.14068, 2.15105)  0.397
H (3.09464, -0.59199, -0.70235)  0.230
H (4.31892, 0.36323, 0.13038)  0.183
H (-1.29763, 2.80464, -0.71986)  0.255
H (-1.39891, 5.28313, -0.61500)  0.222
H (0.64190, 6.61350, -0.25545)  0.219
H (2.83941, 5.52622, 0.04043)  0.220
H (3.97496, 2.83621, 0.12979)  0.425
H (-2.61289, -2.27019, 0.76669)  0.251
H (-3.63148, -4.32421, -0.26455)  0.215
H (-2.20523, -6.17848, -1.02285)  0.214
H (0.24894, -6.09091, -0.76622)  0.215
H (2.28549, -4.28287, 0.30661)  0.415
C (-0.36364, 1.48639, -3.52393)  -1.096
Ge (-0.93415, 0.29302, -2.06438)  1.609
C (-0.86443, -1.52569, -2.78749)  -1.084
C (-2.78607, 0.68887, -1.58193)  -1.101
C (0.29972, 0.31443, -0.54955)  -0.788
H (-0.94030, 1.26781, -4.42490)  0.229
H (0.69281, 1.32603, -3.75171)  0.219
H (-0.50409, 2.53882, -3.27564)  0.225
H (-1.52583, -1.60290, -3.65280)  0.225
H (-1.17762, -2.26323, -2.04846)  0.236
H (0.15060, -1.76708, -3.11159)  0.218
H (-3.46952, 0.20901, -2.28512)  0.226
H (-3.00307, 1.75871, -1.57769)  0.215
H (-2.95456, 0.30091, -0.57549)  0.255
H (0.95096, -0.54504, -0.73901)  0.189

Forces on atoms 1 to 6 (eV/Å):
Ru 0.30 -0.07 0.07
C -0.07 0.09 -0.07
C -0.17 0.05 -0.07
C 0.09 -0.03 0.16
C -0.38 -0.08 -0.14
C 0.44 0.21 0.12

=====

Entry from the Open Molecules 2025 dataset: C25H23BaN3O3Sb as an isolated structure (ωB97M-V/def2-TZVPD).

Output
HOMO energy: -10.561 eV
Kohn-Sham gap: 7.8 eV
net charge: +1
relative energy (zero: lowest compared OMol25 entry of this formula, charge and spin): 0.000 eV
strongest force on any atom: 1.26 eV Å⁻¹

Each line ends with the Mulliken charge.
Positions of all 56 atoms, in Å:
Ba (0.46412, -0.24523, -0.39656)  1.908
C (3.13170, -2.18338, -2.48542)  -1.326
C (3.90969, -1.28540, -1.57252)  0.530
C (5.30075, -1.24026, -1.56287)  -0.675
C (5.93282, -0.38489, -0.67985)  -0.470
C (5.17337, 0.41167, 0.16756)  -0.704
C (3.78950, 0.32683, 0.10122)  0.158
N (3.19476, -0.50901, -0.75413)  0.134
Sb (2.76980, 1.73484, 1.47515)  0.810
C (1.47155, 2.82924, 0.03869)  0.346
C (1.52828, 4.21111, 0.15186)  -0.598
C (0.82405, 4.98972, -0.76050)  -0.474
C (0.08657, 4.38457, -1.75929)  -0.630
C (0.07549, 2.99369, -1.83761)  0.572
C (-0.71847, 2.23181, -2.86282)  -1.247
N (0.77932, 2.27680, -0.96286)  -0.226
C (1.44021, 0.39439, 2.66739)  0.351
C (1.52273, 0.61392, 4.03488)  -0.626
C (0.77481, -0.20271, 4.87930)  -0.463
C (-0.03345, -1.19367, 4.35340)  -0.659
C (-0.08362, -1.35846, 2.97041)  0.605
C (-0.98362, -2.35008, 2.28219)  -1.353
N (0.66337, -0.57852, 2.19055)  -0.193
H (3.78362, -2.78439, -3.11560)  0.400
H (2.50487, -2.86727, -1.90960)  0.280
H (2.48454, -1.59629, -3.14004)  0.272
H (5.86736, -1.86987, -2.23474)  0.397
H (7.01345, -0.33344, -0.64918)  0.418
H (5.66156, 1.08601, 0.85929)  0.404
H (2.10427, 4.68404, 0.93718)  0.392
H (0.85429, 6.06877, -0.68355)  0.418
H (-0.47445, 4.97281, -2.47239)  0.407
H (-1.12999, 2.90430, -3.61326)  0.422
H (-0.10348, 1.49348, -3.37947)  0.272
H (-1.55095, 1.70982, -2.38629)  0.179
H (2.15217, 1.39346, 4.44351)  0.399
H (0.82418, -0.05686, 5.95067)  0.415
H (-0.62577, -1.82814, 4.99838)  0.416
H (-1.35765, -3.09016, 2.98774)  0.429
H (-1.85057, -1.83903, 1.85506)  0.247
H (-0.47091, -2.88477, 1.48175)  0.263
O (-3.14281, -3.32047, -0.89081)  -0.472
C (-4.07781, -2.34101, -0.76899)  1.059
C (-5.43430, -2.65427, -0.70117)  -0.890
C (-6.37835, -1.65991, -0.53353)  -0.468
C (-5.98779, -0.33150, -0.41187)  -0.829
C (-4.64370, -0.02364, -0.46836)  -0.288
C (-3.67124, -1.00742, -0.66694)  -0.009
C (-2.24715, -0.57127, -0.75676)  0.861
O (-1.42873, -1.21550, -1.47586)  -0.998
O (-1.89417, 0.43408, -0.07083)  -0.943
H (-3.59269, -4.16638, -0.96426)  0.281
H (-5.74513, -3.69088, -0.77579)  0.303
H (-7.42639, -1.92664, -0.48963)  0.389
H (-6.72446, 0.44723, -0.27256)  0.403
H (-4.30554, 0.99814, -0.36028)  0.403

Forces on atoms 1 to 6 (eV/Å):
Ba 1.07 -0.58 -0.32
C 0.02 -0.08 -0.08
C 0.21 0.12 0.10
C -0.08 -0.02 0.03
C 0.04 -0.03 -0.03
C 0.05 0.03 0.02

=====

Entry from the Open Molecules 2025 dataset: a 2-piece molecular cluster, C23H28N3O overall (ωB97M-V/def2-TZVPD).

Output
HOMO energy: -10.216 eV
Kohn-Sham gap: 6.0 eV
net charge: +1
relative energy (zero: lowest compared OMol25 entry of this formula, charge and spin): 0.378 eV
strongest force on any atom: 1.62 eV Å⁻¹

Each line ends with the natural charge from an NBO analysis.
Positions of all 55 atoms, in Å:
C (-2.97651, -3.45021, 0.77692)  -0.684
C (-2.62351, -2.14557, 1.35782)  0.373
N (-3.58359, -1.24266, 1.67844)  -0.296
C (-5.00844, -1.49040, 1.53658)  -0.419
C (-3.03072, -0.15815, 2.36947)  0.118
C (-1.63920, -0.40936, 2.49939)  -0.011
C (-0.91089, 0.38911, 3.37086)  -0.189
C (-1.54162, 1.50559, 3.94638)  -0.204
C (-2.91510, 1.74101, 3.78110)  -0.184
C (-3.70109, 0.87987, 3.00196)  -0.228
C (-1.35066, -1.65345, 1.78912)  -0.201
C (-0.13147, -2.33859, 1.68844)  0.046
C (1.21441, -1.94994, 1.91683)  -0.160
C (2.21690, -2.65958, 2.65503)  0.305
C (2.19305, -4.00566, 3.25440)  -0.673
N (3.36714, -1.93244, 2.64842)  -0.334
C (4.63527, -2.40105, 3.17890)  -0.415
C (3.21508, -0.79272, 1.84410)  0.200
C (1.92348, -0.85715, 1.26511)  -0.094
C (1.68110, -0.13318, 0.10153)  -0.150
C (2.68378, 0.70958, -0.39328)  -0.226
C (3.89040, 0.88812, 0.29217)  -0.195
C (4.18325, 0.11488, 1.42841)  -0.261
H (-2.05610, -3.93853, 0.44158)  0.244
H (-3.46736, -4.10451, 1.52028)  0.258
H (-3.66281, -3.34251, -0.07636)  0.253
H (-5.53220, -0.56740, 1.78701)  0.234
H (-5.26328, -1.78050, 0.50706)  0.228
H (-5.34859, -2.28400, 2.22353)  0.226
H (0.12403, 0.13638, 3.57924)  0.237
H (-0.95270, 2.21208, 4.53265)  0.237
H (-3.36369, 2.61476, 4.24867)  0.232
H (-4.78544, 0.98491, 2.89619)  0.226
H (-0.25833, -3.39635, 1.42406)  0.201
H (1.20984, -4.44670, 3.07011)  0.234
H (2.95646, -4.65838, 2.79620)  0.247
H (2.37746, -3.99928, 4.33942)  0.247
H (5.36622, -1.60446, 3.02058)  0.232
H (4.56037, -2.61399, 4.25441)  0.221
H (4.99157, -3.31436, 2.66963)  0.218
H (0.74296, -0.28734, -0.43167)  0.212
H (2.49326, 1.27541, -1.30502)  0.225
H (4.59342, 1.62960, -0.08478)  0.228
H (5.11671, 0.21986, 1.97844)  0.224
O (-0.24441, 4.26265, 2.35725)  -0.746
C (0.28937, 4.43486, 1.04493)  -0.071
C (0.39056, 3.08295, 0.34503)  -0.236
N (0.02096, 1.96565, 1.16901)  -0.866
H (-0.39895, 5.13339, 2.75619)  0.484
H (-0.37927, 5.05806, 0.43644)  0.170
H (1.28025, 4.89615, 1.16050)  0.170
H (-0.23730, 3.09384, -0.56323)  0.179
H (1.43094, 2.90166, 0.04662)  0.181
H (-0.27419, 2.26230, 2.08924)  0.396
H (-0.61778, 1.30475, 0.74500)  0.359

Forces on atoms 1 to 6 (eV/Å):
C 0.14 -0.47 -0.41
C -0.73 0.90 0.71
N 0.81 -1.30 -0.52
C -0.39 -0.04 -0.08
C 0.67 -0.12 0.52
C -0.78 0.54 0.19